Record 1
C40H56AsCl3N4OP2RhS as an isolated structure, computed with wB97M-V/def2-TZVPD.

Results
2S+1: 5
DFT total energy, Eh: -6658.9803
Charge: +3
⟨S²⟩: 6.022
Lowest unoccupied orbital energy (alpha / beta), eV: -7.49 / -10.47

Cartesian coordinates (Å):
Rh1 0.868 -1.046 0.144
C1 3.392 -3.359 -1.372
P1 3.036 -1.748 -0.607
C2 3.748 -1.854 1.108
N1 5.028 -1.618 1.254
C3 5.566 -1.651 2.496
C4 6.943 -1.388 2.669
C5 7.463 -1.390 3.927
C6 6.648 -1.663 5.060
C7 5.319 -1.925 4.923
C8 4.750 -1.915 3.627
N2 3.419 -2.133 3.471
C9 2.914 -2.123 2.256
P2 1.082 -2.385 2.128
C10 0.470 -1.655 3.673
C11 0.786 -4.221 2.329
C12 1.332 -4.713 3.670
C13 -0.728 -4.467 2.249
C14 1.477 -4.945 1.170
C15 4.017 -0.559 -1.658
C16 3.940 0.821 -1.002
C17 5.478 -0.953 -1.892
C18 3.276 -0.527 -3.010
H1 4.471 -3.478 -1.410
H2 2.984 -3.384 -2.382
H3 2.962 -4.177 -0.809
H4 7.562 -1.202 1.799
H5 8.517 -1.184 4.070
H6 7.098 -1.667 6.046
H7 4.684 -2.149 5.773
H8 1.060 -2.032 4.504
H9 -0.581 -1.913 3.814
H10 0.558 -0.571 3.633
H11 0.740 -4.350 4.515
H12 2.373 -4.443 3.830
H13 1.268 -5.806 3.672
H14 -1.286 -3.904 3.003
H15 -0.922 -5.528 2.435
H16 -1.123 -4.239 1.255
H17 2.564 -4.884 1.259
H18 1.165 -4.544 0.202
H19 1.206 -6.003 1.190
H20 4.540 0.860 -0.090
H21 2.913 1.086 -0.760
H22 4.330 1.575 -1.697
H23 6.034 -1.043 -0.970
H24 5.936 -0.163 -2.497
H25 5.573 -1.882 -2.460
H26 2.213 -0.286 -2.892
H27 3.359 -1.474 -3.550
H28 3.725 0.245 -3.641
C19 1.766 3.713 -0.087
C20 0.521 2.829 -0.017
As1 0.629 1.276 1.164
C21 -1.209 1.287 1.848
C22 -1.498 2.375 2.881
C23 1.675 1.892 2.685
C24 3.184 1.704 2.535
H29 1.589 4.537 -0.776
H30 2.641 3.177 -0.443
H31 2.004 4.149 0.882
H32 0.249 2.450 -1.000
H33 -0.325 3.401 0.364
H34 -1.434 0.298 2.242
H35 -1.834 1.421 0.961
H36 -0.911 2.248 3.789
H37 -2.552 2.340 3.171
H38 -1.295 3.376 2.491
H39 1.304 1.357 3.554
H40 1.414 2.939 2.817
H41 3.447 0.651 2.412
H42 3.689 2.072 3.430
H43 3.581 2.256 1.684
Cl1 -9.976 2.780 -4.274
C25 -8.430 2.341 -3.691
C26 -7.530 1.687 -4.536
C27 -6.280 1.342 -4.058
C28 -5.884 1.642 -2.760
C29 -4.479 1.305 -2.329
C30 -4.270 -0.206 -2.305
N3 -3.177 -0.711 -1.448
C31 -3.373 -1.468 -0.309
C32 -2.143 -1.716 0.201
N4 -1.189 -1.110 -0.605
C33 -1.854 -0.488 -1.571
O1 -3.532 1.851 -3.256
C34 -3.419 3.268 -3.238
C35 -4.619 3.927 -3.890
C36 -5.577 4.768 -3.243
Cl2 -5.549 5.228 -1.654
S1 -6.858 5.308 -4.263
C37 -6.135 4.464 -5.558
C38 -4.951 3.790 -5.218
C39 -6.821 2.267 -1.925
Cl3 -6.457 2.615 -0.265
C40 -8.086 2.624 -2.384
H44 -7.825 1.445 -5.552
H45 -5.576 0.846 -4.722
H46 -4.299 1.710 -1.336
H47 -4.088 -0.535 -3.326
H48 -5.178 -0.679 -1.952
H49 -4.353 -1.795 0.009
H50 -1.882 -2.302 1.065
H51 -1.418 0.045 -2.402
H52 -2.536 3.501 -3.829
H53 -3.274 3.641 -2.224
H54 -6.596 4.504 -6.543
H55 -4.371 3.208 -5.926
H56 -8.793 3.111 -1.723


Record 2
C24H22AlN7O5 as an isolated structure, computed with wB97M-V/def2-TZVPD.

Results
DFT total energy, Eh: -1929.6721
Charge: 0
Lowest unoccupied orbital energy, eV: -0.14

Cartesian coordinates (Å):
Al1 -0.611 -0.254 -0.342
C1 -3.188 -2.190 3.203
O1 -2.170 -1.275 3.586
C2 -0.904 -1.736 3.309
C3 -0.096 -2.147 4.347
C4 1.200 -2.604 4.104
C5 1.659 -2.652 2.804
C6 0.863 -2.211 1.742
C7 1.373 -2.321 0.380
N1 0.832 -1.666 -0.565
N2 1.225 -1.904 -1.878
C8 0.318 -1.355 -2.628
O2 -0.733 -0.732 -2.145
C9 0.452 -1.432 -4.104
C10 -0.607 -1.049 -4.918
C11 -0.484 -1.109 -6.300
C12 0.703 -1.545 -6.873
C13 1.765 -1.924 -6.060
C14 1.642 -1.869 -4.681
C15 -0.439 -1.725 1.983
O3 -1.250 -1.286 1.020
H1 -4.138 -1.664 3.279
H2 -3.206 -3.054 3.874
H3 -3.040 -2.540 2.180
H4 -0.494 -2.102 5.354
H5 1.826 -2.930 4.924
H6 2.652 -3.028 2.587
H7 2.199 -2.996 0.160
H8 -1.519 -0.693 -4.458
H9 -1.312 -0.809 -6.931
H10 0.803 -1.587 -7.950
H11 2.695 -2.255 -6.504
H12 2.460 -2.155 -4.034
N3 -2.922 -0.284 -0.527
N4 -3.535 0.863 -1.029
C16 -2.720 1.858 -1.481
N5 -3.304 2.887 -2.096
N6 -1.445 1.681 -1.220
N7 -0.555 2.619 -1.739
O4 -0.925 3.775 -1.928
O5 0.530 2.191 -2.005
H13 -3.027 -1.076 -1.153
H14 -3.237 -0.496 0.411
H15 -4.479 0.810 -1.377
H16 -4.296 2.907 -2.244
H17 -2.729 3.699 -2.271
C17 0.492 0.971 0.719
C18 1.133 1.646 1.495
C19 1.906 2.446 2.411
C20 2.897 1.856 3.199
C21 3.639 2.620 4.087
C22 3.403 3.985 4.203
C23 2.420 4.579 3.423
C24 1.676 3.817 2.534
H18 3.071 0.792 3.107
H19 4.404 2.149 4.692
H20 3.983 4.581 4.896
H21 2.232 5.642 3.506
H22 0.911 4.277 1.923